No. 1
The following is a quantum chemistry calculation of a molecular structure, C19H20HfN7OSe2 at a distorted geometry, from the Open Molecules 2025 dataset.

The energy above the lowest of the compared OMol25 structures with the same formula, charge and spin is 0.1884 eV. As for the energy: -6044.7088 hartree. For the lowest unoccupied orbital energy, the calculation gives -9.15 eV. As for the HOMO-LUMO gap: 8.22 eV.

The geometry in ORCA input format:
```
! RIJCOSX wB97M-V def2-TZVPD def2/J DEFGRID3
* xyz 3 1
H -3.2992 -3.2848 2.7898
H 2.5600 0.2593 -2.6778
C -1.8977 -2.0777 1.7612
N -0.9441 -1.1135 1.8436
H -1.0768 -0.5678 5.1764
H 0.6100 -4.4898 -1.9500
Se -2.4266 -2.9327 0.1192
C 3.2288 -3.2089 -0.1694
N 0.4179 4.0754 2.0171
H 0.1941 0.0755 3.1741
C 2.5122 -4.1141 -0.9500
C -1.3194 -1.0127 4.2187
C 1.2984 1.2579 -4.1189
H -2.8720 -2.2589 5.0007
H 4.2250 -3.4189 0.1641
H 2.9856 -5.0406 -1.2214
H 1.8510 1.4475 -5.0236
H 2.2241 0.8140 1.7708
C -1.7181 1.4809 -2.1979
H 1.9262 3.0505 -0.3188
C -0.4242 1.3448 -2.8291
C -3.0999 1.3502 -0.5263
H -3.4195 1.1460 0.4947
C -3.8274 1.7576 -1.5919
H -0.5111 2.1651 -4.7731
C 1.9296 2.6545 0.7089
O -0.1963 1.9327 1.4387
C 2.6413 -2.0175 0.1963
C 1.1824 -3.8574 -1.2910
N -2.9210 1.8427 -2.6553
H 2.7104 3.1717 1.2606
H -3.1740 2.0742 -3.5771
Hf 0.0766 0.1562 0.1863
N -0.0108 1.6738 -4.0682
C -2.3325 -1.9754 4.1224
Se -1.0521 -1.9946 -1.4699
C -2.5487 -2.5398 2.9091
C 0.6935 -2.6106 -0.9283
N -1.7799 1.1933 -0.8886
C 2.0737 1.1042 0.7171
C 0.6473 2.9458 1.3962
H 1.1816 4.6903 2.1685
N 1.3919 -1.7197 -0.1722
N 0.5171 0.7389 -2.1287
H -4.8491 2.0855 -1.7366
H -0.4449 4.1767 2.5835
H 2.9403 0.8926 0.0974
C 1.5895 0.6480 -2.9727
C -0.6268 -0.6598 3.1161
H 3.1635 -1.3107 0.8050
*
```

Here are the Mulliken charges for atoms 1 to 5, given in e: 0.42, 0.46, 0.48, 0.01, 0.46

---

No. 2
The following is a quantum chemistry calculation of a gas-phase ion, C5H10N2 (charge +1) at a distorted geometry, from the Open Molecules 2025 dataset.

The energy above the lowest of the compared OMol25 structures with the same formula, charge and spin is 1.2344 eV. As for the energy: -305.6241 hartree. For the lowest unoccupied orbital energy (spin up / spin down), the calculation gives -5.01 / -8.32 eV. Its expectation value of S² is 0.76. As for the HOMO-LUMO gap (spin up / spin down): 8.63 / 5.30 eV.

The geometry in ORCA input format:
```
! RIJCOSX wB97M-V def2-TZVPD def2/J DEFGRID3
* xyz 1 2
H -1.0265 -0.2828 1.4961
H -0.7628 0.4326 -2.0208
C 0.5597 0.0765 -0.3134
N 0.6296 1.9803 -1.7396
C -0.0498 3.0379 -1.9120
N 0.2200 -1.4096 2.6027
H 0.0490 -2.3923 2.8410
C -0.6613 -1.2769 1.3270
H 0.9047 -2.1416 0.0751
C 0.0885 0.7348 -1.3941
H -1.5057 -2.0152 1.2753
H 1.1794 -1.4699 2.1514
H 0.4597 3.9951 -1.9793
H -0.4490 -1.6606 -0.8365
H -1.1531 3.1670 -1.8244
C 0.1535 -1.3384 0.0252
H 1.3642 0.5628 0.2262
*
```

Here are the Mulliken charges for atoms 1 to 5, given in e: 0.37, 0.41, -0.10, -0.22, -0.11

---

No. 3
The following is a quantum chemistry calculation of 2 unconnected molecules or ions with the total composition C5H10ClNO4 at a distorted geometry, from the Open Molecules 2025 dataset.

The structure (SMILES) is N[C@@H](CCC(=O)O)C(=O)O.Cl. The energy above the lowest of the compared OMol25 structures with the same formula, charge and spin is 0.5193 eV. As for the energy: -1012.4552 hartree. For the lowest unoccupied orbital energy, the calculation gives 0.54 eV. As for the HOMO-LUMO gap: 10.54 eV.

The geometry in ORCA input format:
```
! RIJCOSX wB97M-V def2-TZVPD def2/J DEFGRID3
* xyz 0 1
Cl -4.0751 -1.5790 -2.8055
C 0.8618 0.1478 1.5823
O 3.8429 2.0927 0.5687
O 3.6521 0.5816 2.2054
H -1.0527 1.0555 1.1582
H 0.5963 0.2701 2.5058
C 3.1424 1.2331 1.3252
H -0.8093 -1.2434 2.3910
H -3.7540 -1.2219 -4.0387
N -1.2592 -1.0165 1.5460
H 1.6571 1.1697 -0.0954
H 1.2860 2.2649 1.1610
C -0.5974 -0.1086 -0.5658
H -1.0953 -1.8067 -0.0764
H -2.1950 -0.7247 1.8141
C -0.5350 0.0951 0.9510
C 1.7029 1.2377 0.9601
O -0.9023 -1.3391 -0.9472
H 1.3340 -0.8058 1.4560
H 4.7831 2.0918 0.9503
O -0.3561 0.8247 -1.3108
*
```

Here are the Mulliken charges for atoms 1 to 5, given in e: -0.26, -0.90, -0.44, -0.58, 0.28

---

No. 4
The following is a quantum chemistry calculation of a molecular structure, C22H45Br18N4O at a distorted geometry, from the Open Molecules 2025 dataset.

As for the energy: -47490.7902 hartree. For the lowest unoccupied orbital energy, the calculation gives -3.78 eV. As for the HOMO-LUMO gap: 5.84 eV.

The geometry in ORCA input format:
```
! RIJCOSX wB97M-V def2-TZVPD def2/J DEFGRID3
* xyz 1 1
C -2.1165 4.7401 -1.0910
Br 5.1948 2.4668 4.2061
H -0.6922 -0.5416 -2.0419
C 4.3939 -1.8901 -2.8025
H 0.6782 1.6532 3.6276
C -5.1331 2.2732 2.4727
H 3.3057 -1.8932 -2.6932
H 0.8830 -0.9231 0.5314
N -1.1725 0.3120 -0.0547
C -6.6195 2.2139 2.2084
H 2.2966 2.3947 3.7159
Br -3.5706 -0.6397 -5.4497
H 0.9743 -5.3097 2.3481
H -4.9277 2.1849 3.5432
H 2.0249 0.1657 -0.5011
Br -2.4152 4.4303 3.6877
C -4.4983 -0.0382 -2.8042
H -1.0224 1.1401 0.5878
H -2.9446 4.5389 -0.4054
C 4.9808 -3.2684 -2.9994
H -4.7480 -1.8918 2.0598
Br 4.7226 -0.8516 5.7560
H 0.9594 -6.5525 1.0705
H 6.8419 0.4655 5.6181
Br -1.7666 1.8962 -0.9887
C -2.1458 -0.6394 0.1275
C 2.3637 -4.9041 0.7514
Br -5.2418 6.4413 2.4215
Br -4.2094 0.7633 1.6535
H -5.2502 4.8820 4.3744
H -2.8659 6.8492 4.1245
C 5.2916 1.9397 6.0813
H 4.2081 -2.9283 -8.4220
H 0.8075 -2.5555 -0.9986
H 3.2477 0.1434 2.7697
H 6.2072 0.4025 7.2826
H 4.5031 -5.4866 -7.9359
Br -2.8783 4.8654 -2.8822
C -0.1982 0.1681 -1.2404
Br 1.1284 -1.1738 2.9075
H -1.7129 5.7351 -0.8840
C -4.8254 5.8809 4.2426
H 5.8907 2.7169 6.5643
H -3.6023 0.5874 -2.7652
H 6.2566 -5.1822 -7.8376
Br -4.0457 -1.7347 -1.9551
H 3.2084 -5.2387 1.3603
H -5.3597 6.5858 4.8860
H 2.3639 -3.8115 0.7073
H -5.4847 0.6640 -4.5869
C 1.6974 1.6176 3.2329
H -7.1538 2.9188 2.8518
H 0.0786 1.2233 -1.7079
H -4.6600 3.1823 2.0904
C 5.3086 -4.8113 -8.2376
Br 6.5715 -2.2507 -7.9749
C -1.0233 3.6988 -1.0331
Br -0.4735 -4.5925 0.4780
Br 5.4068 -4.9754 -10.1787
H -3.1336 5.8518 5.5773
H 4.8406 -1.4013 -1.9323
N -2.9864 -0.3649 1.3668
H 2.6131 0.0804 4.4341
H -5.7370 -1.0739 -4.2820
Br 4.8113 -0.7232 -4.3086
C 4.9973 -3.3919 -7.8236
N -3.5843 -2.4310 0.0688
H 4.7172 -3.3511 -6.7671
H 6.0088 -3.2534 -3.3721
C 1.1366 -0.6004 -0.5894
H 4.2724 1.9754 6.4760
H 4.9456 -3.8391 -2.0670
H -4.0559 -3.3141 -0.2654
H -7.0444 1.2150 2.3402
C 1.0691 -5.4832 1.2726
Br -7.0360 2.7743 0.3874
C 5.9480 0.5877 6.2365
H -5.2708 0.4014 -2.1667
H -2.0715 -2.1982 -1.5407
Br 3.9293 -4.3089 -4.2703
H -0.4503 3.7927 -0.1063
C -3.9003 -1.5759 1.3084
O 1.4683 -1.8438 -1.3040
C -3.3389 5.9402 4.5069
C -5.0215 -0.2502 -4.2057
Br 2.7507 -5.5469 -1.0488
C 2.3539 0.2656 3.3881
N -2.5317 -1.8753 -0.6551
H -0.3382 3.7408 -1.8843
Br 1.6007 2.1446 1.3576
*
```

Here are the Mulliken charges for atoms 1 to 5, given in e: -0.68, -0.14, 0.31, -0.22, 0.45

---

No. 5
The following is a quantum chemistry calculation of 2 unconnected molecules or ions with the total composition C37H55N6O at a distorted geometry, from the Open Molecules 2025 dataset.

As for the energy: -1846.3380 hartree. For the lowest unoccupied orbital energy, the calculation gives -4.20 eV. As for the HOMO-LUMO gap: 4.19 eV.

The geometry in ORCA input format:
```
! RIJCOSX wB97M-V def2-TZVPD def2/J DEFGRID3
* xyz 1 1
H -0.0612 2.0700 1.4590
H -0.7856 -1.4176 -2.6794
H 3.5091 -1.4495 3.7973
C -0.6946 6.1708 3.9088
C 1.1438 -4.5682 0.3516
H -1.2143 -3.8072 -1.9983
N 0.4342 -0.1539 2.9485
H 2.2205 -6.4330 0.4700
C 1.9016 1.6084 -2.8948
H 2.1352 0.7214 -3.4866
H 2.4785 0.9551 6.5759
H -0.8074 4.9207 -1.4614
H -1.0538 1.2200 3.5826
C 1.4562 -0.7871 3.8010
H 1.5284 2.2278 2.2578
C -0.0742 -2.3976 0.0217
H 0.1106 -1.9131 5.0760
C -3.1906 -0.6714 -2.8225
H 1.4792 -9.4092 -0.5133
C 2.4865 -7.8851 -2.4365
N 1.6112 0.2282 4.8332
H 2.7042 -1.6599 2.2289
C 0.7222 -8.8880 -1.1202
H 3.1973 -0.0306 2.7463
C 2.4282 1.4364 -1.4857
H -3.4373 1.0682 -4.8757
C -3.9256 1.4001 -3.9502
C 0.6149 5.7059 4.0828
H -2.6480 5.7457 3.0718
H 2.1904 2.3257 -0.8871
N -0.1058 2.9028 -2.9462
C 2.3964 2.8687 -3.5723
C -1.9814 4.7676 -3.9023
C 0.0374 1.1852 3.4021
C -0.4336 -4.3657 -1.4784
H 1.3475 6.2954 4.6362
C 0.4367 2.2876 2.4156
H 2.8949 -6.9299 -2.7822
O 0.5931 2.1492 5.6075
H 3.2394 -8.4026 -1.8215
C -2.2582 3.9115 -2.6886
C 2.4951 0.0511 5.9622
H -0.9194 5.0329 -3.9285
N 0.4450 1.7068 -2.8929
H -0.9849 7.1408 4.3141
H -3.2795 0.8974 -0.5664
C -1.6273 5.3887 3.2192
C -0.0750 -0.6306 -2.4543
C 0.9848 -2.1034 4.4394
C 0.9898 4.4692 3.5572
C 1.4820 -5.8404 -0.0756
H -4.9534 1.0129 -3.9382
H 2.0127 4.0999 3.6692
H 2.1850 -0.8069 6.5732
H 2.2680 -8.5223 -3.3049
H -2.7173 -1.0015 -3.7564
H 2.0115 2.9294 -4.5935
C -1.2590 4.1337 2.7210
H -1.9832 3.4987 2.2004
H 1.9933 0.5528 -1.0069
H -3.9079 2.3755 -1.3361
C -3.8428 1.2845 -1.4260
H -2.6699 -1.1235 -1.9699
H -2.0241 4.0131 -0.5255
C -1.8646 4.6333 -1.4147
H 0.7140 -2.8440 3.6840
H -2.4700 5.5423 -1.3046
H -4.8634 0.8799 -1.3907
H -3.9804 2.4942 -3.9618
C 0.8867 -6.3960 -1.2296
C -0.4785 0.6807 -2.6994
H -0.7646 -1.8112 -0.5823
H -2.2371 4.2420 -4.8274
H -4.2297 -1.0326 -2.8160
C 0.2138 -3.7545 -0.3659
C 0.0497 3.6709 2.8973
H 3.5173 -0.1330 5.6104
H -0.5693 -6.0787 -2.7923
H -0.7969 -0.0400 1.2836
C -1.7234 1.3545 -2.7445
H 3.4887 2.8655 -3.6202
H 1.0462 -2.4569 1.8364
C 2.8015 -0.9961 3.0905
H 1.6224 -4.1914 1.2542
H -3.3051 3.6156 -2.6467
H 0.4264 -9.5629 -1.9353
C -3.1652 0.8541 -2.7322
C -0.0435 -0.6527 1.7897
H 3.5179 1.3187 -1.5105
H 1.7962 -2.5119 5.0560
H 0.9959 -0.8246 -2.4464
H -0.1512 -8.6672 -0.4983
H -2.5785 5.6850 -3.8577
C -0.0975 -5.6340 -1.9127
C 0.3535 -1.8665 1.2400
C 0.7562 1.2893 4.7447
H 2.0589 3.7556 -3.0274
N 1.2622 -7.6669 -1.6882
N -1.4379 2.6776 -2.8343
*
```

Here are the Mulliken charges for atoms 1 to 5, given in e: 0.27, 0.54, 0.51, -0.48, -0.87

---

No. 6
The following is a quantum chemistry calculation of 2 unconnected molecules or ions with the total composition CH7NOS2 at a distorted geometry, from the Open Molecules 2025 dataset.

The energy above the lowest of the compared OMol25 structures with the same formula, charge and spin is 1.3441 eV. As for the energy: -968.5887 hartree. For the lowest unoccupied orbital energy (spin up / spin down), the calculation gives 3.14 / 3.13 eV. Its expectation value of S² is 0.75. As for the HOMO-LUMO gap (spin up / spin down): 2.85 / 7.45 eV.

The geometry in ORCA input format:
```
! RIJCOSX wB97M-V def2-TZVPD def2/J DEFGRID3
* xyz -1 2
H 0.3949 -1.7728 2.1778
H 1.5827 2.1048 -5.1604
H -1.3625 -0.4240 0.5970
N -0.6177 0.0323 1.1837
H -0.0642 0.6237 3.0254
S 0.8384 -0.1291 -3.8763
H -0.4113 -0.4509 -3.3440
O 0.2763 -1.3605 3.0103
S 1.1663 1.8552 -3.7577
H 0.2838 0.3255 0.7357
C -0.5232 -0.1921 2.5690
H -1.5634 -0.6121 2.8394
*
```

Here are the Mulliken charges for atoms 1 to 5, given in e: 0.30, 0.07, 0.24, -0.43, 0.25

---

No. 7
The following is a quantum chemistry calculation of 2 unconnected molecules or ions with the total composition C4H8O2, from the Open Molecules 2025 dataset.

The structure (SMILES) is C[C@@H]1CO1.C=O. The energy above the lowest of the compared OMol25 structures with the same formula, charge and spin is 3.0385 eV. As for the energy: -307.6008 hartree. For the lowest unoccupied orbital energy, the calculation gives 0.63 eV. As for the HOMO-LUMO gap: 10.97 eV.

The geometry in ORCA input format:
```
! RIJCOSX wB97M-V def2-TZVPD def2/J DEFGRID3
* xyz 0 1
O -1.8469 1.7106 -0.6840
H -1.2278 -0.1217 0.6201
H 0.7696 1.4022 0.1443
H -0.9624 -1.9395 0.5819
H -2.3636 -0.1366 -1.3479
C 1.5030 0.5890 0.1468
H -0.6486 0.4867 -1.7644
C -0.5404 -0.9462 0.7515
C -1.6242 0.6881 -1.2814
O 0.2916 -0.7672 1.8824
H 1.5102 -1.6019 0.4089
H 1.9087 0.4828 -0.8672
H 2.3299 0.8708 0.8070
C 0.9009 -0.7173 0.6020
*
```

Here are the Mulliken charges for atoms 1 to 5, given in e: -0.40, 0.35, 0.30, 0.25, 0.31